{"formula": "C2H3BeF8N4O18S8", "method": "wB97M-V/def2-TZVPD", "total_charge": -3, "spin_multiplicity": 1, "e_tot_ev": -153760.68517, "max_force_ev_per_a": 5.7, "relative_energy_kj_mol": 0.0, "gap_ev": 8.61, "symbols": ["Be", "N", "S", "O", "O", "F", "S", "O", "O", "F", "N", "S", "O", "O", "F", "S", "O", "O", "F", "N", "S", "O", "O", "F", "S", "O", "O", "F", "N", "S", "O", "O", "F", "S", "O", "O", "F", "C", "C", "O", "O", "H", "H", "H"], "positions_angstrom": [[0.1592, 0.7446, 0.0553], [-2.0956, 0.9680, -0.0056], [-3.1482, -0.1857, 0.4302], [-3.8667, -0.8580, -0.6000], [-3.7776, 0.0058, 1.6983], [-2.0406, -1.2440, 0.8107], [-3.2414, 2.0392, -0.5062], [-4.1692, 2.5143, 0.4663], [-3.6578, 1.8124, -1.8454], [-2.2789, 3.3091, -0.5959], [0.2888, -4.5414, 0.0634], [0.6565, -3.1867, 0.7822], [0.6352, -3.1912, 2.2117], [0.3075, -2.0140, 0.0433], [2.2456, -3.2926, 0.5395], [-1.2579, -4.7822, 0.4895], [-2.2516, -4.1724, -0.3236], [-1.5420, -4.9927, 1.8717], [-1.2712, -6.3252, -0.0197], [0.4618, -0.1139, -1.9341], [-0.3669, -0.9781, -2.9835], [0.1189, -2.2839, -3.2708], [-0.8652, -0.1865, -4.0646], [-1.6556, -1.2460, -2.1253], [1.8410, 0.0917, -2.8663], [1.8078, 0.8857, -4.0466], [2.7506, -0.9944, -2.8094], [2.4447, 1.1418, -1.8260], [0.8430, 2.9054, -0.0552], [1.0621, 3.8048, -1.3707], [2.3495, 3.9012, -1.9773], [0.2881, 5.0076, -1.3923], [0.2940, 2.8989, -2.4215], [1.7727, 3.6949, 1.0321], [1.3426, 4.9879, 1.4545], [3.1829, 3.5724, 0.8645], [1.4796, 2.8266, 2.3123], [1.8532, -0.5869, 3.6774], [1.2499, -0.0094, 2.4292], [0.0376, 0.2750, 2.4096], [1.8990, 0.0091, 1.3609], [2.2035, -1.5994, 3.4846], [1.1891, -0.6008, 4.5392], [2.7221, -0.0109, 4.0134]], "forces_ev_per_a": [[0.73, -0.79, 1.08], [-1.67, 0.60, -0.22], [1.75, -4.72, 2.61], [-0.42, 1.06, -0.31], [-0.42, 0.78, -0.39], [0.01, 0.33, -0.23], [2.20, 3.52, -1.15], [-0.40, -0.85, 0.13], [-0.31, -0.15, 0.01], [0.21, -0.49, -0.24], [-2.05, 0.32, 1.04], [3.40, 1.34, -0.10], [-0.75, 0.16, 0.01], [-0.40, -0.29, 0.37], [-0.26, -0.16, -0.34], [-0.23, -2.85, -0.92], [0.16, 0.47, -0.11], [0.17, 0.59, 0.40], [0.05, 0.09, -0.33], [1.48, 0.52, -0.98], [-4.34, -1.14, -0.02], [0.73, 0.14, -0.06], [0.39, -0.04, -0.18], [0.51, 0.20, 0.21], [2.43, 2.60, 2.74], [-0.93, -0.54, -0.40], [-0.26, -0.67, -0.19], [0.03, -0.43, 0.10], [0.78, 0.04, 0.51], [-1.59, 0.74, -4.22], [0.45, -0.22, 1.12], [0.05, -0.06, 0.85], [-0.12, -0.35, 0.86], [1.22, -0.35, 3.01], [-0.84, 0.19, -0.76], [-0.08, -0.44, -0.70], [-0.41, -0.32, -0.53], [0.85, 0.24, 0.80], [-1.14, -0.88, -0.85], [-1.09, 0.95, -0.40], [0.55, 0.83, -1.41], [-0.13, 0.00, -0.17], [-0.41, -0.03, -0.32], [0.08, 0.08, -0.34]]}

{"formula": "C5H9BrN", "method": "wB97M-V/def2-TZVPD", "total_charge": 1, "spin_multiplicity": 1, "e_tot_ev": -76850.66554, "max_force_ev_per_a": 6.6, "relative_energy_kj_mol": 448.6, "gap_ev": [8.91, 8.25], "symbols": ["C", "C", "C", "C", "C", "N", "Br", "H", "H", "H", "H", "H", "H", "H", "H", "H"], "positions_angstrom": [[0.8257, -1.8503, -0.6377], [1.7866, -0.1546, -0.3869], [-0.4154, -1.4413, 0.0333], [-0.0521, -0.3358, 1.0552], [0.2054, 1.4964, -0.6974], [0.8675, 0.6825, 0.3704], [3.5178, 0.1574, -0.5996], [0.9943, -2.2391, -1.6353], [-1.0825, -1.3371, -0.8032], [-0.8247, -2.3659, 0.7086], [-1.0033, 0.2051, 1.3603], [0.6636, -0.6480, 1.8775], [0.8481, 2.4245, -0.7185], [0.4071, 1.1697, -1.7541], [-0.8467, 1.7046, -0.4557], [1.4265, 1.1672, 1.0213]], "forces_ev_per_a": [[3.30, 5.14, 0.85], [-2.75, -5.95, -1.03], [0.59, -3.16, 2.24], [-0.70, 1.04, 0.12], [1.10, 2.75, -0.61], [-0.95, -2.57, -2.57], [1.21, 0.54, 0.01], [-0.06, -0.24, 0.22], [-1.20, 1.02, 0.24], [0.74, 2.11, -1.60], [1.44, -0.59, 0.18], [-1.64, -0.34, -0.68], [-1.21, -0.42, 0.23], [-0.62, -0.68, 1.37], [0.52, -0.04, -0.17], [0.25, 1.39, 1.20]]}

{"formula": "C36H47Cl3NO2PdSbSi4", "method": "wB97M-V/def2-TZVPD", "spin_multiplicity": 1, "e_tot_ev": -122778.03179, "max_force_ev_per_a": 0.4, "relative_energy_kj_mol": 25.0, "gap_ev": 7.68, "symbols": ["Pd", "C", "C", "C", "C", "C", "C", "Sb", "C", "C", "C", "C", "C", "C", "C", "C", "C", "C", "C", "C", "H", "H", "H", "H", "H", "H", "H", "H", "H", "H", "H", "H", "H", "H", "H", "N", "C", "C", "C", "C", "C", "C", "C", "H", "H", "H", "H", "H", "Cl", "C", "Cl", "Cl", "C", "O", "O", "C", "Si", "C", "C", "Si", "Si", "C", "C", "C", "Si", "C", "C", "C", "H", "H", "H", "H", "H", "H", "H", "H", "H", "H", "H", "H", "H", "H", "H", "H", "H", "H", "H", "H", "H", "H", "H", "H", "H", "H", "H"], "positions_angstrom": [[1.1725, 0.6106, 0.5620], [-6.5701, 1.5436, -0.1187], [-6.2546, 0.1977, -0.2457], [-4.9289, -0.1946, -0.3589], [-3.9051, 0.7507, -0.3504], [-4.2301, 2.0980, -0.2301], [-5.5579, 2.4914, -0.1133], [-1.8823, 0.0777, -0.5665], [-2.0683, -0.4595, -2.6185], [-2.7415, 0.4014, -3.4811], [-2.8982, 0.0687, -4.8186], [-2.3947, -1.1324, -5.2997], [-1.7366, -2.0004, -4.4411], [-1.5739, -1.6642, -3.1034], [-0.9854, 1.9991, -0.7633], [-0.9593, 2.8380, 0.3574], [-0.4638, 4.1274, 0.2575], [0.0125, 4.5922, -0.9627], [0.0038, 3.7637, -2.0724], [-0.4867, 2.4671, -1.9740], [-7.6035, 1.8522, -0.0272], [-7.0406, -0.5467, -0.2581], [-4.7026, -1.2501, -0.4693], [-3.4513, 2.8509, -0.2277], [-5.7989, 3.5428, -0.0209], [-3.1460, 1.3383, -3.1133], [-3.4159, 0.7474, -5.4843], [-2.5195, -1.3923, -6.3430], [-1.3499, -2.9419, -4.8106], [-1.0545, -2.3452, -2.4430], [-1.3425, 2.4886, 1.3100], [-0.4411, 4.7657, 1.1318], [0.4102, 5.5956, -1.0413], [0.4108, 4.1079, -3.0136], [-0.4685, 1.8252, -2.8455], [1.0612, -0.6558, -1.5735], [2.0772, -0.8457, -2.0782], [3.3334, -1.1349, -2.7053], [4.5077, -0.8100, -2.0296], [5.7247, -1.0897, -2.6246], [5.7651, -1.6885, -3.8769], [4.5904, -2.0093, -4.5438], [3.3652, -1.7324, -3.9612], [4.4542, -0.3281, -1.0621], [6.6419, -0.8298, -2.1138], [6.7198, -1.9012, -4.3399], [4.6292, -2.4696, -5.5219], [2.4396, -1.9663, -4.4699], [4.4976, 4.2741, -2.6921], [4.2850, 3.4043, -1.1733], [3.9627, 4.5729, 0.1214], [5.7911, 2.5218, -0.7871], [3.1479, 2.3113, -1.2753], [2.8802, 1.8919, -2.3880], [2.7670, 1.9296, -0.1375], [-2.8858, 0.9531, 3.1808], [-2.0500, -0.7302, 3.0942], [-3.2484, -2.0142, 2.4137], [-1.6626, -1.2824, 4.8499], [-0.1530, -0.7675, 1.6664], [0.5061, -3.0355, 1.4146], [-0.2776, -3.7672, -0.1251], [2.3713, -3.0549, 1.2233], [0.0713, -4.0939, 2.9073], [2.0992, 0.8029, 2.6502], [1.8424, 2.5854, 3.1695], [3.9265, 0.4648, 2.3883], [1.5817, -0.2683, 4.1308], [-3.5975, 1.0976, 2.3648], [-2.1682, 1.7752, 3.1505], [-3.4332, 1.0344, 4.1234], [-4.2063, -1.9266, 2.9342], [-2.8708, -3.0251, 2.5797], [-3.4355, -1.8996, 1.3467], [-2.6113, -1.4976, 5.3504], [-1.1532, -0.5131, 5.4286], [-1.0570, -2.1879, 4.8801], [0.0992, -3.2368, -1.0013], [-1.3665, -3.6917, -0.1102], [-0.0081, -4.8222, -0.2236], [2.6923, -2.3930, 0.4168], [2.7181, -4.0679, 1.0011], [2.8638, -2.7257, 2.1408], [-1.0033, -4.1609, 3.0812], [0.5382, -3.7124, 3.8177], [0.4468, -5.1084, 2.7472], [2.1562, 3.2487, 2.3611], [2.4314, 2.8174, 4.0617], [0.7911, 2.7862, 3.3902], [4.3151, 1.0932, 1.5867], [4.1110, -0.5806, 2.1330], [4.4731, 0.6901, 3.3094], [0.7106, 0.1540, 4.6318], [2.4022, -0.2790, 4.8548], [1.3621, -1.3194, 3.9099]], "forces_ev_per_a": [[0.27, 0.15, -0.06], [0.00, 0.00, 0.00], [0.00, 0.00, 0.01], [0.01, 0.00, -0.02], [-0.01, -0.02, 0.00], [0.00, 0.00, 0.00], [0.00, 0.00, 0.00], [0.20, 0.00, 0.07], [-0.02, -0.07, 0.05], [-0.02, 0.03, 0.03], [0.00, -0.01, -0.01], [0.00, 0.00, 0.00], [-0.01, 0.01, 0.00], [0.02, -0.02, -0.01], [-0.07, 0.03, 0.01], [-0.01, -0.07, -0.03], [0.03, 0.03, -0.02], [0.06, 0.00, 0.06], [0.10, -0.08, 0.01], [-0.01, 0.00, -0.02], [0.00, 0.00, 0.00], [0.00, 0.00, 0.00], [0.01, 0.00, 0.00], [-0.02, 0.00, -0.01], [0.00, 0.00, 0.00], [0.00, -0.01, 0.00], [0.00, 0.00, 0.00], [0.00, 0.00, 0.00], [0.00, 0.00, 0.00], [-0.01, 0.02, -0.02], [0.04, 0.00, -0.03], [0.00, 0.00, 0.00], [0.01, 0.01, 0.00], [0.00, 0.02, -0.02], [0.02, -0.02, 0.01], [-0.02, -0.02, 0.01], [-0.10, -0.01, -0.16], [0.05, 0.04, 0.13], [-0.02, 0.00, -0.02], [0.00, 0.00, 0.01], [0.00, 0.00, 0.00], [0.00, 0.01, 0.00], [-0.01, -0.01, 0.00], [-0.01, 0.03, 0.01], [0.00, 0.00, 0.00], [0.00, 0.00, 0.00], [0.00, 0.00, 0.00], [0.00, 0.00, 0.00], [0.00, 0.00, 0.00], [-0.09, 0.08, -0.01], [-0.03, 0.00, -0.01], [0.01, -0.01, -0.01], [0.31, -0.31, -0.05], [-0.18, 0.13, -0.03], [-0.20, 0.15, 0.15], [0.00, 0.00, -0.03], [0.04, -0.01, 0.03], [-0.01, 0.01, 0.02], [0.00, 0.04, 0.00], [-0.32, -0.09, -0.14], [-0.06, 0.03, -0.04], [0.03, -0.02, 0.00], [0.00, 0.00, 0.00], [0.00, 0.00, 0.00], [0.07, -0.01, 0.15], [-0.01, 0.02, -0.02], [-0.01, 0.01, -0.04], [-0.01, -0.01, 0.02], [0.03, 0.01, 0.01], [0.02, -0.02, 0.06], [-0.04, -0.01, -0.01], [-0.01, -0.01, -0.01], [0.00, 0.01, 0.00], [-0.02, 0.01, 0.00], [-0.01, 0.00, -0.01], [0.00, 0.00, 0.01], [0.02, -0.02, 0.00], [0.00, -0.02, 0.01], [-0.01, 0.01, -0.01], [0.00, 0.00, 0.00], [-0.01, 0.00, -0.01], [0.01, 0.00, 0.00], [0.01, 0.01, 0.00], [0.00, 0.00, 0.00], [0.00, 0.00, 0.01], [0.00, 0.00, 0.00], [0.00, 0.00, 0.00], [0.00, 0.01, 0.00], [0.00, 0.00, 0.00], [0.00, -0.01, 0.01], [0.00, -0.01, 0.00], [0.00, -0.01, 0.01], [0.00, 0.00, 0.01], [0.01, 0.03, -0.01], [0.00, 0.00, -0.03]]}